{"formula": "C3H2ClF2NO", "method": "the ωB97M-V functional and the def2-TZVPD basis", "smiles": "O/N=C\\C(Cl)=C(F)F", "e_above_lowest_kj_mol": 0.0, "orbital_gap_ev": 10.15, "e_tot_ha": -905.34789, "elements": ["O", "N", "C", "C", "Cl", "C", "F", "F", "H", "H"], "positions_angstrom": [[1.60780, -0.18960, 0.85042], [1.59792, 0.57942, -0.28372], [0.42751, 0.78667, -0.75014], [-0.84524, 0.31489, -0.19562], [-2.14020, 1.48693, -0.16553], [-1.10766, -0.93304, 0.21163], [-0.24279, -1.90505, 0.14459], [-2.25645, -1.32485, 0.70404], [2.56651, -0.24268, 1.11211], [0.39261, 1.42731, -1.62778]], "forces_ev_per_angstrom": [[1.3, -0.2, 0.7], [-0.1, 0.2, -0.4], [0.3, -0.1, 0.2], [-0.5, -0.4, 0.1], [0.3, -0.2, 0.0], [0.2, 1.0, -0.2], [-0.1, -0.3, 0.0], [0.1, -0.1, 0.0], [-1.4, 0.2, -0.5], [0.0, -0.1, 0.1]]}

---

{"formula": "C3H2ClF5O", "method": "the ωB97M-V functional and the def2-TZVPD basis", "e_above_lowest_kj_mol": 326.2, "orbital_gap_ev": [8.92, 8.92], "e_tot_ha": -1150.17057, "elements": ["C", "C", "C", "O", "F", "F", "F", "F", "F", "Cl", "H", "H"], "positions_angstrom": [[-1.44957, 0.96035, 0.13166], [-0.62351, -0.17807, 0.74763], [1.43678, -0.52743, -0.37233], [1.68964, -1.72255, -0.80453], [-1.88109, 0.62192, -1.04095], [-0.66335, 2.11987, -0.06692], [-1.32606, -1.38873, 0.84894], [-0.31982, 0.18095, 2.03602], [1.13697, 0.35848, -1.24368], [2.61835, 0.07173, 0.79308], [-2.24876, 1.26267, 0.77750], [1.63042, -1.75919, -1.80642]], "forces_ev_per_angstrom": [[1.8, 1.2, 0.9], [2.4, -1.8, 0.6], [-2.4, 0.9, 3.9], [0.1, -1.1, -1.9], [-0.9, -0.8, -2.0], [-0.4, -1.4, 0.6], [0.6, 1.9, -0.5], [-0.1, -0.2, -1.1], [0.2, 1.3, -2.3], [-0.4, -0.3, -0.2], [-0.6, 0.1, 0.5], [-0.1, 0.1, 1.5]]}

---

{"formula": "C3H2ClFN2O", "method": "the ωB97M-V functional and the def2-TZVPD basis", "smiles": "Nc1nc(F)c(Cl)o1", "e_above_lowest_kj_mol": 202.9, "orbital_gap_ev": 9.02, "e_tot_ha": -860.23951, "elements": ["N", "C", "N", "C", "F", "C", "Cl", "O", "H", "H"], "positions_angstrom": [[0.05835, -0.27085, -1.98831], [0.08913, -0.34311, -0.61428], [-0.09701, -1.27823, 0.29654], [-0.11292, -0.46846, 1.46933], [-0.16833, -1.03080, 2.65584], [0.25265, 0.81281, 1.20913], [-0.36295, 2.47666, 1.91105], [0.07422, 0.98072, -0.17307], [-0.14706, -1.41676, -2.35175], [0.41393, 0.53802, -2.41448]], "forces_ev_per_angstrom": [[-1.6, -8.1, 1.5], [-1.6, 2.9, -1.0], [0.5, 2.2, 0.2], [1.3, -1.1, -0.5], [-0.3, -0.1, -0.3], [-3.0, 3.5, 0.0], [1.3, -2.8, -0.3], [1.7, -2.3, 0.9], [1.2, 5.2, 0.4], [0.5, 0.5, -1.0]]}

---

{"formula": "C3H2ClFS2", "method": "the ωB97M-V functional and the def2-TZVPD basis", "smiles": "F/C(=C/Cl)C(=S)S", "e_above_lowest_kj_mol": 8.8, "orbital_gap_ev": 8.20, "e_tot_ha": -1471.89651, "elements": ["F", "C", "C", "Cl", "C", "S", "S", "H", "H"], "positions_angstrom": [[0.70894, 1.82369, 0.53764], [0.16360, 0.67432, 0.04699], [-1.17191, 0.69508, -0.08380], [-2.12616, -0.54995, -0.75513], [1.16921, -0.39794, -0.19265], [2.53352, -0.03835, -0.96280], [0.82154, -2.04270, 0.32430], [-1.72878, 1.58963, 0.18163], [-0.36995, -1.75379, 0.90382]], "forces_ev_per_angstrom": [[-0.1, -0.7, -0.3], [-0.7, 0.3, 0.7], [0.8, 0.3, 0.0], [-0.1, -0.2, -0.1], [-0.5, -0.1, -0.2], [0.4, 0.0, -0.1], [-0.3, 0.7, 0.1], [0.2, -0.1, -0.1], [0.3, -0.2, -0.1]]}

---

{"formula": "C3H2ClIO", "method": "the ωB97M-V functional and the def2-TZVPD basis", "smiles": "O=C(Cl)/C=C/I", "e_above_lowest_kj_mol": 296.2, "orbital_gap_ev": [7.39, 8.60], "e_tot_ha": -948.49892, "elements": ["O", "C", "Cl", "C", "C", "I", "H", "H"], "positions_angstrom": [[-1.91078, 1.15813, -0.00673], [-1.45737, 0.06130, -0.02815], [-2.59187, -1.27049, 0.07402], [-0.09807, -0.41603, 0.00979], [1.38239, 0.58145, 0.20445], [3.15026, -0.48333, -0.08170], [0.09100, -1.22304, -0.68585], [1.43445, 1.59200, 0.51417]], "forces_ev_per_angstrom": [[0.4, 0.7, -0.1], [-0.2, 0.8, 0.9], [-0.4, -1.0, -0.2], [5.8, 3.7, -0.5], [-4.9, -5.1, -1.4], [-0.8, 0.6, 0.2], [0.3, -0.4, 0.6], [-0.2, 0.7, 0.5]]}

---

{"formula": "C3H2ClIO3", "method": "the ωB97M-V functional and the def2-TZVPD basis", "smiles": "O=C(I)C(=O)[C@@H](O)Cl", "orbital_gap_ev": 9.38, "e_tot_ha": -1099.05874, "elements": ["O", "C", "I", "C", "O", "C", "O", "Cl", "H", "H"], "positions_angstrom": [[-3.97502, -0.78618, -0.41414], [-3.25994, 0.20433, -0.46773], [-3.89781, 2.17717, -0.81468], [-1.48841, 0.15075, -0.53081], [-1.11706, 0.54569, -1.58569], [-0.27561, -0.11279, 0.60880], [0.98997, -0.08311, 0.07182], [-0.52085, 1.20864, 1.81659], [-0.47738, -0.85883, 1.30459], [0.99696, 0.70809, -0.47285]], "forces_ev_per_angstrom": [[2.4, 3.3, -0.1], [0.2, -3.7, 0.7], [-0.1, 0.1, 0.0], [-0.2, 0.3, 0.6], [0.2, -0.1, -0.2], [-1.3, 1.7, -1.0], [-1.5, -0.5, 0.4], [-0.2, 0.9, 0.0], [0.1, -2.3, 0.1], [0.3, 0.2, -0.5]]}

---

{"formula": "C3H2ClN", "method": "the ωB97M-V functional and the def2-TZVPD basis", "smiles": "C=C(Cl)C#N", "e_above_lowest_kj_mol": 35.4, "orbital_gap_ev": 10.60, "e_tot_ha": -630.41539, "elements": ["C", "C", "Cl", "C", "N", "H", "H"], "positions_angstrom": [[-0.30144, 0.99678, 0.00658], [-0.38140, -0.32142, -0.03695], [-1.75649, -1.27736, -0.00139], [0.89911, -0.97544, -0.12568], [1.89099, -1.50911, 0.07640], [-1.08181, 1.68305, 0.21191], [0.73105, 1.40349, -0.13085]], "forces_ev_per_angstrom": [[1.6, 0.5, -0.1], [1.4, 0.8, -0.5], [-1.0, -0.6, 0.2], [-0.7, -0.5, 0.6], [0.6, -0.3, -0.3], [-0.8, 0.3, -0.1], [-1.1, -0.2, 0.3]]}

---

{"formula": "C3H2ClNO", "method": "the ωB97M-V functional and the def2-TZVPD basis", "e_above_lowest_kj_mol": 220.0, "orbital_gap_ev": 9.51, "e_tot_ha": -705.60030, "elements": ["C", "C", "C", "N", "O", "Cl", "H", "H"], "positions_angstrom": [[0.99827, -0.43970, 0.12717], [0.58333, 0.81105, -0.08796], [-0.40500, -0.94012, 0.02369], [-0.77517, 0.43129, -0.43240], [-1.03266, -1.89577, 0.16529], [-2.22464, 1.15507, 0.23121], [1.91073, -0.88962, 0.08487], [0.94513, 1.76779, -0.11186]], "forces_ev_per_angstrom": [[-1.4, 1.0, 0.1], [-2.0, -2.4, 0.3], [1.6, 2.3, -0.8], [-0.6, 0.2, -0.2], [-1.5, -2.0, 0.5], [0.7, 0.0, 0.1], [2.3, -1.2, 0.2], [0.9, 2.1, -0.2]]}

---

{"formula": "C3H2ClNO", "method": "the ωB97M-V functional and the def2-TZVPD basis", "e_above_lowest_kj_mol": 273.4, "orbital_gap_ev": 9.53, "e_tot_ha": -705.57999, "elements": ["C", "C", "C", "N", "O", "Cl", "H", "H"], "positions_angstrom": [[-0.59330, 0.19578, -0.90238], [0.23496, -0.82709, -0.57071], [-0.12640, 0.95956, 0.28874], [0.88588, 0.07115, 0.51072], [-0.62342, 1.85077, 0.94929], [1.28930, -0.68306, 2.06103], [-1.41478, 0.42048, -1.68712], [0.34775, -1.98759, -0.64957]], "forces_ev_per_angstrom": [[-1.2, -1.0, -2.1], [-0.7, 0.2, 1.3], [-3.1, 2.6, 1.3], [2.6, -3.4, -0.1], [1.3, -1.4, -1.0], [-0.6, 0.8, -0.8], [1.8, -0.6, 1.5], [0.1, 2.7, -0.1]]}

---

{"formula": "C3H2ClNO6S", "method": "the ωB97M-V functional and the def2-TZVPD basis", "total_charge": -2, "e_above_lowest_kj_mol": 22.8, "orbital_gap_ev": 7.55, "e_tot_ha": -1480.14603, "elements": ["C", "C", "C", "N", "O", "O", "O", "O", "O", "O", "S", "Cl", "H", "H"], "positions_angstrom": [[-1.90133, -0.31560, 0.43054], [-1.96581, -2.66050, 1.52777], [-1.27978, -1.45984, 1.15393], [-1.00502, 0.39167, -0.35606], [-2.34615, -3.76913, 1.31592], [0.84901, -0.48811, 2.66087], [-3.02039, 0.06757, 0.73784], [-1.99231, -1.79093, 2.45183], [1.17673, -1.25136, 0.33716], [0.75936, -2.85442, 1.98918], [0.50010, -1.44655, 1.58976], [-2.26463, -1.78453, -2.02168], [-0.37106, -0.13455, -0.90074], [-1.44876, 1.07058, -0.96854]], "forces_ev_per_angstrom": [[-0.1, 1.4, -0.4], [-0.2, -2.6, -1.7], [1.3, 0.6, 0.9], [-1.5, 1.1, 0.5], [-0.1, 0.2, 0.2], [-1.4, -0.5, -1.2], [0.7, -0.1, -0.3], [-0.7, 1.4, 1.7], [0.1, 1.3, -1.3], [-1.2, 1.2, 0.6], [2.7, -2.6, 1.2], [-0.2, -0.3, -0.5], [0.8, -1.0, -0.1], [-0.3, -0.3, 0.4]]}

---

{"formula": "C3H2ClNOS2", "method": "the ωB97M-V functional and the def2-TZVPD basis", "e_above_lowest_kj_mol": 405.2, "orbital_gap_ev": [6.23, 6.22], "e_tot_ha": -1501.93760, "elements": ["C", "C", "C", "N", "O", "S", "S", "Cl", "H", "H"], "positions_angstrom": [[-0.82812, 0.85823, 0.05280], [-0.59072, -0.51068, -0.03491], [1.84789, 1.18488, 0.15541], [0.63467, -0.92704, -0.12713], [-1.63484, -1.37733, 0.02020], [3.37764, 0.94119, 0.00598], [0.45464, 2.00222, -0.06598], [1.02030, -2.56359, 0.00268], [-1.80381, 1.30241, -0.00379], [-2.47766, -0.91029, -0.00527]], "forces_ev_per_angstrom": [[0.2, 0.9, -0.3], [-0.2, -0.6, 0.1], [0.5, -0.4, -0.7], [0.6, 1.0, 0.1], [0.2, -0.1, -0.1], [-0.7, 0.1, 0.3], [-0.4, -1.0, 0.4], [-0.3, 0.0, 0.0], [-0.1, 0.1, 0.1], [0.1, 0.1, 0.1]]}

---

{"formula": "C3H2CuO", "method": "the ωB97M-V functional and the def2-TZVPD basis", "total_charge": -2, "spin_multiplicity": 2, "e_above_lowest_kj_mol": 45.9, "orbital_gap_ev": [4.59, 3.06], "e_tot_ha": -1830.92450, "elements": ["H", "C", "C", "C", "O", "H", "Cu"], "positions_angstrom": [[2.50679, -0.15890, 3.83420], [1.23437, -1.10104, 3.90147], [0.10023, -0.76625, 3.16339], [-0.93885, -0.34006, 2.61439], [-1.94116, 0.17155, 2.06526], [1.64169, -2.07663, 3.56514], [-3.13238, -0.18505, 0.70903]], "forces_ev_per_angstrom": [[-2.7, -1.8, -0.3], [2.7, 0.4, 0.5], [-1.5, 1.3, -1.1], [2.5, -0.8, 1.2], [-0.8, 0.6, 0.2], [0.3, 0.4, 0.3], [-0.5, -0.2, -0.8]]}

---

{"formula": "C3H2F2", "method": "the ωB97M-V functional and the def2-TZVPD basis", "e_above_lowest_kj_mol": 213.7, "orbital_gap_ev": 11.19, "e_tot_ha": -315.08688, "elements": ["C", "C", "C", "H", "H", "F", "F"], "positions_angstrom": [[0.79551, 0.00601, 0.25490], [-0.49107, -0.29363, -0.11778], [-1.72921, -0.11667, -0.10891], [1.12840, -0.15684, 1.29495], [-2.83741, 0.41343, -0.73576], [1.39831, 1.13946, -0.25692], [1.73548, -0.99177, -0.33048]], "forces_ev_per_angstrom": [[7.1, -1.6, -0.3], [-6.7, 1.2, -0.2], [-0.2, 1.8, -3.2], [-1.0, 0.8, -0.1], [4.0, -2.4, 2.7], [-1.7, -0.1, 0.6], [-1.5, 0.5, 0.4]]}

---

{"formula": "C3H2F3NO2S2", "method": "the ωB97M-V functional and the def2-TZVPD basis", "e_above_lowest_kj_mol": 86.7, "orbital_gap_ev": 8.84, "e_tot_ha": -1416.58579, "elements": ["C", "C", "C", "N", "O", "O", "F", "F", "F", "S", "S", "H", "H"], "positions_angstrom": [[1.54070, 0.64915, -0.55965], [1.74298, -0.30556, 0.35133], [-0.82123, -0.81308, -0.47956], [-0.95331, 0.43494, -0.68189], [-1.51624, 2.06352, 1.11840], [-2.61185, -0.42325, 1.03076], [2.04730, 0.40820, -1.72222], [1.20751, -0.05760, 1.58419], [-0.04438, -1.64177, -1.24182], [-1.72228, -1.69842, 0.70733], [-2.15074, 1.13522, 0.23717], [1.11058, 1.53437, -0.60178], [2.17098, -1.28572, 0.25774]], "forces_ev_per_angstrom": [[3.0, -4.5, 1.8], [-0.8, 2.0, 0.9], [0.2, -1.5, -1.2], [-0.9, -1.3, -0.1], [0.3, 0.0, 0.6], [-0.8, 1.6, 0.5], [1.2, -0.7, -3.2], [0.1, -0.3, 0.0], [-0.8, 1.4, 0.8], [1.0, -0.2, -0.6], [-0.5, -0.4, -0.3], [-2.1, 3.9, 1.1], [0.2, 0.0, -0.3]]}

---

{"formula": "C3H2F4", "method": "the ωB97M-V functional and the def2-TZVPD basis", "e_above_lowest_kj_mol": 386.1, "orbital_gap_ev": [9.57, 9.57], "e_tot_ha": -514.81991, "elements": ["C", "C", "C", "F", "F", "F", "F", "H", "H"], "positions_angstrom": [[-0.55501, 0.93581, -1.27964], [-1.15609, 0.99133, -0.07582], [-3.30306, -0.14001, 0.01411], [-0.97117, 1.64260, 1.05026], [-3.07152, -1.44834, -0.26184], [-3.91711, 0.42138, -0.99035], [-3.90181, -0.06273, 1.24609], [0.55230, 1.37188, -1.45835], [-1.01736, 0.33576, -2.02776]], "forces_ev_per_angstrom": [[2.2, 1.3, 2.4], [-2.9, -1.5, -1.3], [4.0, 0.1, 1.1], [0.5, -0.3, -0.8], [-0.4, 1.4, 0.3], [-0.9, -0.1, 0.5], [0.5, 0.3, -2.3], [-2.9, -0.9, 0.5], [-0.1, -0.3, -0.4]]}

---

{"formula": "C3H2F4O", "method": "the ωB97M-V functional and the def2-TZVPD basis", "e_above_lowest_kj_mol": 114.4, "orbital_gap_ev": 11.23, "e_tot_ha": -590.15267, "elements": ["C", "C", "C", "O", "F", "F", "F", "F", "H", "H"], "positions_angstrom": [[0.55366, -0.63166, 0.51480], [0.78481, 0.51467, -0.49795], [-1.25906, 0.03461, 0.03803], [-0.54693, 0.90429, -0.75134], [0.84130, -1.85796, 0.08172], [1.47703, 1.53328, 0.05972], [-1.94365, 0.57895, 1.03190], [-2.03501, -0.81401, -0.61250], [0.82433, -0.47721, 1.55408], [1.30353, 0.21503, -1.41845]], "forces_ev_per_angstrom": [[-4.0, 1.8, -1.2], [0.2, -1.0, 0.2], [4.3, -2.2, 1.8], [-0.4, 0.4, -0.3], [0.2, -0.4, -0.2], [0.1, 0.4, 0.1], [-0.2, 0.4, -0.4], [0.0, 0.3, -0.2], [0.1, 0.1, 0.0], [-0.2, 0.1, 0.1]]}

---

{"formula": "C3H2FLiO3", "method": "the ωB97M-V functional and the def2-TZVPD basis", "total_charge": 2, "orbital_gap_ev": 10.54, "e_tot_ha": -447.91840, "elements": ["C", "C", "O", "C", "O", "O", "Li", "F", "H", "H"], "positions_angstrom": [[-1.15017, -0.34665, -0.47555], [-0.99532, 0.84746, 0.44366], [0.22186, 0.95700, 0.77461], [0.99195, -0.11830, 0.16845], [0.16333, -0.80667, -0.58364], [2.13517, -0.25430, 0.38932], [3.89432, -0.71536, -0.40918], [-1.98103, -1.26133, -0.04636], [-1.77816, 1.30956, 1.05763], [-1.50195, 0.38860, -1.31894]], "forces_ev_per_angstrom": [[-1.1, 3.5, -0.2], [0.8, -2.6, 2.6], [-0.4, 1.1, 0.0], [-0.5, -0.4, -0.4], [0.5, -0.3, -0.3], [0.1, 0.2, -0.3], [0.3, -0.1, 0.1], [0.0, 0.0, -0.5], [0.0, 0.8, -0.7], [0.3, -2.3, -0.4]]}

---

{"formula": "C3H2FLiO4Tl", "method": "the ωB97M-V functional and the def2-TZVPD basis", "spin_multiplicity": 2, "e_above_lowest_kj_mol": 51.0, "orbital_gap_ev": [4.36, 7.53], "e_tot_ha": -696.32185, "elements": ["C", "C", "O", "C", "O", "O", "O", "Li", "H", "F", "H", "Tl"], "positions_angstrom": [[-1.02606, -0.18093, 1.46933], [0.14487, -0.93713, 0.82866], [0.00317, -1.12794, -0.61931], [0.46228, -0.16423, -1.45419], [0.07319, -0.13681, -2.60651], [0.65715, 1.10601, -0.98379], [-1.04377, 1.06921, 1.55202], [1.53774, 1.16433, -2.76291], [-1.84613, -0.80546, 1.82457], [0.22189, -2.14465, 1.39491], [1.08938, -0.43200, 1.03414], [-0.27371, 2.58959, 0.32307]], "forces_ev_per_angstrom": [[1.0, -3.9, -0.9], [-1.1, 2.2, 1.2], [1.7, 0.1, -0.6], [-5.0, 3.2, 3.0], [1.6, -2.0, -2.8], [3.2, -3.2, -0.7], [-0.7, 1.9, 1.1], [-0.8, 0.1, 0.3], [0.0, 0.0, 0.0], [0.0, -1.4, -0.4], [0.1, 0.3, -0.4], [-0.2, 2.7, 0.2]]}

---

{"formula": "C3H2FN3S", "method": "the ωB97M-V functional and the def2-TZVPD basis", "smiles": "F/N=C/C=N\\N=C=S", "e_above_lowest_kj_mol": 307.1, "orbital_gap_ev": 8.26, "e_tot_ha": -777.66795, "elements": ["F", "N", "C", "C", "N", "N", "C", "S", "H", "H"], "positions_angstrom": [[1.60571, -2.65498, 0.07702], [1.68306, -1.25162, 0.17838], [0.57909, -0.69725, -0.14956], [0.45509, 0.70403, 0.11744], [1.33176, 1.67209, 0.14437], [2.66097, 1.48073, 0.05205], [3.52532, 0.63382, 0.03713], [4.84393, -0.11328, -0.02408], [-0.40217, -1.08021, -0.46818], [-0.57954, 1.18471, 0.22771]], "forces_ev_per_angstrom": [[-0.1, 0.7, -0.3], [-0.9, -0.8, -0.1], [-0.3, -0.5, 0.7], [-0.1, 3.7, -0.2], [-0.6, -0.6, 0.5], [-0.9, -0.6, -0.2], [-1.4, 1.5, -0.1], [2.0, -1.4, 0.0], [0.9, -1.0, 0.0], [1.4, -1.3, -0.3]]}

---

{"formula": "C3H2FNO", "method": "the ωB97M-V functional and the def2-TZVPD basis", "smiles": "Fc1ccno1", "e_above_lowest_kj_mol": 124.9, "orbital_gap_ev": 10.87, "e_tot_ha": -345.30448, "elements": ["F", "C", "C", "C", "N", "O", "H", "H"], "positions_angstrom": [[-1.97870, 0.06105, -0.09310], [-0.65977, 0.11128, 0.02000], [0.23358, 1.14499, 0.08739], [1.50679, 0.48624, -0.07990], [1.30944, -0.81260, -0.03262], [-0.05670, -1.04730, 0.10950], [0.13673, 2.17200, 0.29635], [2.47552, 0.89010, -0.27099]], "forces_ev_per_angstrom": [[0.8, 0.1, 0.4], [0.0, 1.2, 0.8], [0.6, -0.8, -0.7], [-2.8, -1.3, 0.7], [1.3, -0.2, -0.1], [0.4, -0.1, -1.0], [-0.6, 0.9, -0.3], [0.4, 0.1, 0.2]]}